Entry 1:
Computed, not measured: a cluster of 2 separate species, C2H8NO2 in total at a distorted geometry, with ωB97M-V/def2-TZVPD.

Structure (XYZ):
```
13
Properties=species:S:1:pos:R:3
H -0.168 0.266 -0.897
H -0.173 -2.022 1.005
H 0.117 2.303 -1.649
C 0.298 -1.122 1.377
H -1.695 1.919 -2.004
H -0.420 2.122 -3.276
C -0.646 1.811 -2.264
H -1.105 -0.253 -2.258
O 0.034 -0.060 0.688
O 0.822 -1.216 2.660
H 0.470 0.037 -2.396
H 0.994 -0.320 2.977
N -0.374 0.360 -1.920
```

The calculation puts the lowest unoccupied orbital energy (spin up / spin down) at 0.13 / -0.01 eV. The spin multiplicity is 2. As for the net charge: 0. The energy above the lowest of the compared OMol25 structures with the same formula, charge and spin is 137.8 kJ/mol. As for the gap between HOMO and LUMO (spin up / spin down): 3.24 / 8.55 eV.



Entry 2:
Computed, not measured: a cluster of 3 separate species, C14H29NO5P in total at a distorted geometry, with ωB97M-V/def2-TZVPD.

Structure (XYZ):
```
50
Properties=species:S:1:pos:R:3
H 1.552 1.182 -3.854
H -3.951 -3.981 0.541
H 0.024 0.879 3.102
C 0.655 1.564 2.531
H -0.194 -1.400 -1.190
C -2.948 -3.967 0.106
C -0.464 -1.531 -2.238
C -2.000 -4.943 0.798
C 1.108 1.720 -3.011
H -2.442 0.777 -1.666
H 4.057 -0.576 -0.789
C -0.151 -0.330 -3.108
H -3.024 -4.123 -0.968
O -1.052 -1.692 1.838
H -0.457 -4.318 2.251
H 4.387 1.463 -1.129
H -1.179 -5.194 0.127
H 0.338 0.494 -0.489
H 2.807 0.846 0.134
H 2.154 3.059 2.896
H -1.907 -0.298 -0.374
H -0.225 2.126 -0.896
H -0.578 3.564 4.167
O -1.284 4.193 1.454
O -0.180 2.257 1.587
O -2.377 -2.672 0.325
H 1.386 0.990 1.963
C -1.479 -4.096 1.957
C 1.263 2.667 3.389
H 3.633 0.246 -2.687
P 3.224 0.541 -1.284
H -2.123 -4.158 2.836
H 2.086 -0.397 -1.432
H 1.763 2.595 -1.119
C -0.357 1.067 -1.115
C 2.173 2.012 -1.956
O 0.011 -0.496 -4.311
C 0.157 3.721 3.375
H 1.546 2.322 4.382
C -0.532 3.469 2.042
H 2.917 2.660 -2.444
H -2.195 1.394 0.001
C -1.568 -2.681 1.413
H 0.721 2.668 -3.415
H 0.513 4.747 3.423
N -0.059 0.918 -2.540
H 0.093 -2.371 -2.660
H -1.534 -1.764 -2.296
C -1.816 0.717 -0.769
H -2.490 -5.867 1.100
```

The calculation puts the lowest unoccupied orbital energy at 2.38 eV. The spin multiplicity is 1. As for the net charge: -1. The energy above the lowest of the compared OMol25 structures with the same formula, charge and spin is 0.0 kJ/mol. As for the gap between HOMO and LUMO: 5.54 eV.



Entry 3:
Computed, not measured: the molecule C5H12N2O4S at a distorted geometry, with ωB97M-V/def2-TZVPD.

Structure (XYZ):
```
24
Properties=species:S:1:pos:R:3
H 1.471 -1.893 0.731
O -0.747 -1.593 -0.146
C -0.869 -0.526 0.530
C 2.153 1.386 0.381
O -2.507 1.291 -0.878
N 1.422 0.181 0.178
N -3.634 -0.929 -0.877
C 0.101 0.475 0.709
H 2.432 -0.733 1.876
H 0.066 1.464 1.180
H 2.548 1.463 1.460
H 3.014 -1.293 0.281
C 1.281 -0.024 -1.264
H -4.439 -1.358 -0.330
H -3.173 -1.525 -1.616
H 1.050 0.892 -1.659
O -2.125 -0.249 1.095
H 2.975 1.488 -0.366
H 2.222 -0.511 -1.635
S -3.106 0.397 0.009
H 0.416 -0.580 -1.452
H 1.524 2.298 0.198
O -4.244 0.843 0.779
C 2.170 -0.964 0.816
```

The calculation puts the lowest unoccupied orbital energy at 0.39 eV. The spin multiplicity is 1. As for the net charge: 0. The energy above the lowest of the compared OMol25 structures with the same formula, charge and spin is 180.7 kJ/mol. As for the gap between HOMO and LUMO: 8.47 eV.



Entry 4:
Computed, not measured: the molecule C5H7NO, with ωB97M-V/def2-TZVPD.

Structure (XYZ):
```
14
Properties=species:S:1:pos:R:3
H 0.808 -1.881 0.619
H -2.913 -0.178 0.189
C 0.757 0.276 0.237
H 2.270 1.274 1.093
H 1.134 1.503 -1.630
C -1.889 0.065 -0.166
C -1.176 -1.268 -0.283
H -1.109 -1.427 -1.373
N 2.073 0.813 0.208
C 0.963 1.490 -0.547
O 0.018 -0.004 1.373
H -1.666 -2.141 0.168
H 0.507 2.404 -0.162
C 0.176 -1.039 0.335
```

The calculation puts the lowest unoccupied orbital energy at -0.26 eV. The spin multiplicity is 1. As for the net charge: 0. The energy above the lowest of the compared OMol25 structures with the same formula, charge and spin is 678.6 kJ/mol. As for the gap between HOMO and LUMO: 8.54 eV.



Entry 5:
Computed, not measured: a structure of composition ErHO2S at a distorted geometry, with ωB97M-V/def2-TZVPD.

Structure (XYZ):
```
5
Properties=species:S:1:pos:R:3
O 0.151 0.551 0.086
H -2.488 0.117 -0.914
Er -1.670 -0.933 0.495
S 1.619 0.672 -0.130
O 2.387 -0.407 0.461
```

The calculation puts the lowest unoccupied orbital energy (spin up / spin down) at -11.51 / -11.51 eV. The spin multiplicity is 4. As for the net charge: +2. As for the gap between HOMO and LUMO (spin up / spin down): 8.64 / 8.63 eV.



Entry 6:
Computed, not measured: the molecule C4H9N at a distorted geometry, with ωB97M-V/def2-TZVPD.

Structure (XYZ):
```
14
Properties=species:S:1:pos:R:3
C 0.990 -1.453 -0.028
H 1.794 -1.101 0.623
H 1.064 1.219 1.272
C -0.461 0.662 0.008
H 0.198 2.535 0.526
C -0.320 -0.793 0.427
N 0.296 1.556 0.722
C -1.169 0.998 -1.104
H 1.308 -1.077 -0.997
H -1.907 1.781 -1.171
H -1.211 0.223 -1.865
H 0.943 -2.537 -0.037
H -1.254 -1.235 0.109
H -0.273 -0.778 1.514
```

The calculation puts the lowest unoccupied orbital energy at 1.08 eV. The spin multiplicity is 1. As for the net charge: 0. The energy above the lowest of the compared OMol25 structures with the same formula, charge and spin is 121.3 kJ/mol. As for the gap between HOMO and LUMO: 8.42 eV.



Entry 7:
Computed, not measured: the molecule C4H7NO2, with ωB97M-V/def2-TZVPD.

Structure (XYZ):
```
14
Properties=species:S:1:pos:R:3
H -1.657 0.193 -1.616
O 2.093 -0.960 -0.547
H -1.312 -1.066 1.263
N 0.887 -0.497 -1.075
C -1.330 0.163 -0.578
H 2.768 -0.469 -1.036
C 0.579 0.762 1.025
H 1.261 0.113 1.579
C -1.978 -0.771 0.418
H 1.145 1.650 0.710
O -2.154 0.661 0.444
C 0.027 0.090 -0.187
H -0.252 1.092 1.648
H 0.473 -1.229 -1.643
```

The calculation puts the lowest unoccupied orbital energy at 0.40 eV. The spin multiplicity is 1. As for the net charge: 0. The energy above the lowest of the compared OMol25 structures with the same formula, charge and spin is 652.1 kJ/mol. As for the gap between HOMO and LUMO: 7.63 eV.



Entry 8:
Computed, not measured: a structure of composition C36H40N9O4STb at a distorted geometry, with ωB97M-V/def2-TZVPD.

Structure (XYZ):
```
91
Properties=species:S:1:pos:R:3
C -2.066 3.868 -5.077
H 3.209 3.069 -4.708
H -0.291 -2.704 1.650
C 3.610 4.089 -2.156
H 3.678 3.819 5.586
C 2.977 2.372 -3.897
C 2.117 -4.083 -4.009
H -5.234 -0.869 1.552
H -4.036 -4.270 1.253
H 3.538 0.625 2.750
C -3.843 -2.288 0.662
C -0.811 -0.048 4.894
N -1.761 -0.299 5.895
N -2.036 -1.770 -0.870
H -5.831 -2.868 0.167
H 3.565 -3.535 -5.608
C -2.982 -1.082 5.768
C 3.406 4.519 -0.867
O -0.751 -0.109 -3.021
H -2.897 -2.066 6.329
C 3.042 -1.894 -4.366
C -1.488 0.473 7.000
C 1.768 -2.890 1.512
C -3.200 -3.597 1.053
H -3.835 -0.535 6.192
C 3.796 2.257 4.096
H 0.029 2.026 7.381
C -4.915 -2.481 -0.407
N -2.889 -1.343 0.179
Tb 0.465 -0.905 -0.902
N 1.905 0.747 3.974
H 3.668 5.497 -0.582
H 1.772 -3.428 2.499
C 2.388 -1.478 1.592
H 0.947 -4.304 -2.256
C -0.432 1.257 6.774
C 2.544 1.916 -1.555
H -1.886 0.047 -5.151
C -1.633 3.227 -3.962
C 1.869 2.617 5.464
C -2.357 1.851 -6.270
C 1.609 -2.247 -2.521
H -4.627 -3.193 -1.208
S -0.777 -0.791 3.404
H -2.418 -1.329 -1.732
H -2.306 -1.011 0.939
C 1.476 -3.582 -2.898
C 2.498 2.358 -0.183
H 1.340 3.262 6.224
H -2.123 -2.774 -0.978
H -2.101 0.412 7.878
N 2.258 0.612 -1.868
H -3.081 -1.330 4.725
C 1.286 1.430 4.911
C 2.378 0.131 -3.119
O -0.613 1.046 -0.821
H 0.259 -3.902 0.592
H -5.057 -2.416 2.492
H 1.937 -5.071 -4.328
H -2.599 -4.010 0.237
C 3.140 1.130 3.600
H -2.745 3.782 -7.122
C 2.649 1.047 -4.164
H 2.776 3.940 1.203
H -3.833 -1.209 2.587
N -1.048 1.150 -2.974
O 1.822 -0.627 0.791
C -1.917 1.121 -5.149
C 2.281 -1.339 -3.344
C 3.156 2.945 5.110
H 3.569 -1.280 -5.056
H -5.208 -1.551 -0.880
H 4.750 2.519 3.678
H 2.520 -3.396 0.832
N 0.420 -2.947 0.929
O 3.338 -1.406 2.382
H -2.117 4.944 -5.105
C 3.024 2.835 -2.575
C -1.605 1.851 -4.045
H 4.275 4.630 -2.831
H -1.372 3.817 -3.064
C 2.849 3.640 0.133
H 2.740 0.642 -5.177
H -2.629 -3.480 2.029
N -0.893 1.828 -1.840
C -4.553 -1.633 1.871
N 0.033 0.953 5.463
C 2.972 -3.201 -4.724
H -2.497 1.345 -7.200
C -2.423 3.204 -6.255
H 2.063 1.719 0.587
```

The calculation puts the lowest unoccupied orbital energy (spin up / spin down) at 0.12 / -2.32 eV. The spin multiplicity is 7. As for the net charge: 0. The energy above the lowest of the compared OMol25 structures with the same formula, charge and spin is 478.5 kJ/mol. As for the gap between HOMO and LUMO (spin up / spin down): 4.65 / 5.57 eV.



Copy entry 6 word for word.
Computed, not measured: the molecule C4H9N at a distorted geometry, with ωB97M-V/def2-TZVPD.

Structure (XYZ):
```
14
Properties=species:S:1:pos:R:3
C 0.990 -1.453 -0.028
H 1.794 -1.101 0.623
H 1.064 1.219 1.272
C -0.461 0.662 0.008
H 0.198 2.535 0.526
C -0.320 -0.793 0.427
N 0.296 1.556 0.722
C -1.169 0.998 -1.104
H 1.308 -1.077 -0.997
H -1.907 1.781 -1.171
H -1.211 0.223 -1.865
H 0.943 -2.537 -0.037
H -1.254 -1.235 0.109
H -0.273 -0.778 1.514
```

The calculation puts the lowest unoccupied orbital energy at 1.08 eV. The spin multiplicity is 1. As for the net charge: 0. The energy above the lowest of the compared OMol25 structures with the same formula, charge and spin is 121.3 kJ/mol. As for the gap between HOMO and LUMO: 8.42 eV.



Q: Among the records above, which one has the lowest net charge?
A: C14H29NO5P



Q: Which of these has the highest net charge?
A: ErHO2S



Q: Among the records above, which one has the highest net charge?
A: ErHO2S